[1]
Computed, not measured: C17H22ClGaO8P as an isolated structure, with wB97M-V/def2-TZVPD.

The geometry in XYZ format:
```
50
Properties=species:S:1:pos:R:3
Ga 1.668 0.956 2.559
Cl 0.457 1.964 4.206
P 3.662 0.255 4.991
O -1.446 -2.090 -2.643
O 5.209 -0.127 5.378
O -2.992 1.386 -5.402
O 0.188 -0.383 -0.303
O 1.193 3.020 -2.591
O -4.489 -5.651 -0.181
O 3.645 1.775 5.509
O 2.723 -0.643 5.694
C -0.406 -0.587 0.988
C -0.401 1.313 -2.963
C 0.221 2.639 -3.203
C -3.613 -2.936 -2.288
C -2.325 -4.782 -0.511
C 3.524 0.353 3.253
C 0.625 -0.714 2.092
C -2.036 1.753 -4.745
C -2.143 -2.901 -2.076
C 1.913 2.333 1.123
C -4.375 -3.832 -1.669
C -1.560 -3.888 -1.132
C -1.441 0.906 -3.690
C 0.683 3.229 0.917
C -0.385 3.499 -4.260
C -3.791 -4.830 -0.736
C -1.426 3.089 -4.976
H -1.896 -0.059 -3.515
H -0.491 -3.824 -0.979
H 3.076 1.808 6.291
H 2.200 1.876 0.171
H 0.012 0.681 -2.184
H 0.119 -1.031 3.011
H 4.297 1.005 2.842
H -4.013 -2.198 -2.972
H 5.297 -1.082 5.270
H 3.703 -0.662 2.880
H 2.759 2.959 1.432
H -1.879 3.693 -5.753
H -5.448 -3.883 -1.807
H 0.610 3.968 1.716
H 0.082 4.466 -4.408
H -0.251 2.659 0.925
H 0.724 3.770 -0.035
H -1.069 0.264 1.157
H -1.046 -1.485 0.933
H 0.938 -0.990 -0.343
H -1.927 -5.508 0.186
H 1.318 -1.533 1.840
```

Summary:
Charge = -1
Kohn-Sham gap = 5.23 eV

=====

[2]
Computed, not measured: C38H41BF6N15O2RbS as an isolated structure, with wB97M-V/def2-TZVPD.

The geometry in XYZ format:
```
105
Properties=species:S:1:pos:R:3
Rb -1.613 0.281 -0.967
S 5.333 2.112 -4.335
F -6.159 -3.745 -0.547
F -6.033 -1.637 -0.057
F -5.896 -2.281 -2.118
F -4.180 -4.146 1.172
F -2.257 -3.191 0.857
F -3.928 -2.030 1.582
O -3.394 -1.515 -1.146
O 0.465 -1.505 -2.630
N -2.142 2.984 0.699
N -3.840 2.515 -2.071
N 1.471 -1.716 -3.312
N -0.603 -0.433 3.969
N 3.251 1.322 -8.314
N 2.820 0.213 -1.034
N 0.976 1.176 1.352
N 3.940 -3.628 -4.745
N -1.083 -2.806 4.512
N 2.565 0.627 3.173
N -4.087 3.776 -1.695
N -1.761 4.833 -1.782
N -0.969 3.821 -2.167
N 0.554 -5.069 -2.540
N -2.777 4.132 0.445
C 3.225 1.975 -2.590
C -0.114 -5.035 4.642
C 0.057 4.372 -2.797
C 3.394 0.350 -7.415
C -1.437 -5.570 5.191
C 4.827 1.187 3.837
C 4.304 1.287 -3.116
C 2.974 -3.323 -4.186
C -3.932 -2.654 -0.788
C -1.236 6.018 -2.159
C -2.716 3.950 2.646
C -3.517 -3.899 -1.616
C 1.795 -3.010 -3.469
C 3.826 -0.457 -1.585
C 3.696 2.530 -7.981
C -3.136 4.740 1.595
C 1.693 0.915 2.217
C 2.506 1.397 -1.550
C 3.374 1.655 3.799
C -2.586 -4.734 4.626
C 4.912 -0.140 4.593
C -5.985 3.011 -2.527
C 4.470 1.784 -5.855
C -5.507 -2.580 -0.862
C -4.968 2.039 -2.574
C 1.098 -4.135 -2.944
C -2.094 2.856 2.017
C -0.054 5.774 -2.826
C -2.403 -3.255 4.944
C 4.310 2.816 -6.773
C -5.370 4.105 -1.957
C 0.039 -3.573 5.037
C 2.580 -0.674 3.819
C 4.016 -1.183 3.918
C 3.994 0.525 -6.177
C -3.588 -2.999 0.704
C 4.614 0.031 -2.624
C -0.879 -1.528 4.218
B -3.067 4.675 -0.973
H -1.621 1.994 2.465
H 4.083 -0.306 -5.496
H -3.157 -2.659 4.434
H -2.507 -3.102 6.030
H 2.142 -0.595 4.824
H -1.567 -6.618 4.914
H 5.945 -0.494 4.626
H -0.121 -5.104 3.552
H 1.666 1.920 -1.105
H 3.017 -0.626 -7.698
H -1.428 -5.510 6.286
H 4.034 -1.438 -1.168
H 3.268 2.582 3.239
H -3.547 -5.067 5.024
H 3.537 3.309 -8.720
H 2.966 2.955 -2.966
H -3.560 5.769 -0.851
H -5.010 1.030 -2.953
H -3.812 -3.727 -2.650
H -2.832 4.144 3.699
H 0.066 -3.496 6.135
H 5.455 1.948 4.308
H 5.175 1.044 2.812
H -3.971 -4.818 -1.244
H -5.762 5.079 -1.713
H 3.023 1.828 4.826
H 1.962 -1.351 3.234
H -2.611 -4.866 3.548
H 4.576 0.013 5.625
H 4.392 -1.379 2.911
H 5.432 -0.550 -3.026
H -2.431 -3.972 -1.579
H 0.615 6.499 -3.258
H 4.033 -2.122 4.477
H -7.006 2.930 -2.860
H -1.730 6.950 -1.942
H 0.834 3.749 -3.213
H 0.966 -3.158 4.642
H 4.649 3.817 -6.538
H 0.734 -5.612 5.018
H -3.670 5.676 1.588
```

Summary:
Energy above the lowest of the compared OMol25 structures with the same formula, charge and spin = 68.6 kJ/mol
Charge = -2
Kohn-Sham gap = 6.69 eV

=====

[3]
Computed, not measured: C34H30Br2N5O4PRuS2 as an isolated structure, with wB97M-V/def2-TZVPD.

The geometry in XYZ format:
```
79
Properties=species:S:1:pos:R:3
Ru 0.059 0.365 -0.325
Br 3.498 -3.017 0.488
Br -0.749 -6.725 0.689
S -1.618 2.171 -0.598
S 1.316 2.204 0.678
P -0.180 3.378 0.114
O 1.227 -1.025 0.685
O 0.186 4.469 -0.989
O 2.326 -0.654 -12.978
O -0.615 4.317 1.307
N -0.983 -0.566 -2.059
N 1.505 0.236 -1.728
N 0.005 -0.651 -6.903
N -1.461 -1.457 0.857
N 2.144 -0.153 -6.586
C 1.976 -0.619 -11.671
C -0.755 -0.641 -4.465
C 2.004 4.669 -2.553
C -2.746 -1.657 1.032
C -2.856 -1.118 -3.443
C 0.691 -0.851 -11.195
C 0.446 -0.790 -9.830
C 1.459 -0.503 -8.926
C 3.003 -0.329 -10.770
C 0.166 -0.497 -5.547
C 2.032 0.040 -4.066
C 3.762 0.409 -2.471
C 1.496 -0.189 -5.378
C 1.127 -0.014 -3.002
C -0.238 -0.410 -3.178
C -1.805 5.133 1.197
C -1.095 -3.858 0.788
C -2.255 -0.896 -2.202
C 2.748 -0.273 -9.420
C 0.793 -2.240 0.664
C -2.818 4.671 2.217
C -3.305 -2.955 1.043
C -3.609 -0.450 1.269
C -0.619 -2.527 0.763
C -2.102 -1.002 -4.584
C 1.639 -3.343 0.603
C 1.178 -4.664 0.616
C -0.161 -4.917 0.699
C 1.228 -0.432 -7.482
C 0.665 4.028 -2.278
C -2.492 -4.039 0.912
C 3.381 0.281 -3.785
C 1.311 -0.933 -13.925
C 2.795 0.387 -1.462
H -2.206 5.067 0.184
H 1.928 5.755 -2.497
H -3.583 -0.192 2.330
H 3.997 -0.153 -11.161
H 1.793 -0.903 -14.897
H -3.708 5.300 2.166
H 4.797 0.546 -2.193
H -0.089 4.318 -3.010
H -1.488 6.159 1.374
H -3.106 3.638 2.021
H -4.375 -3.073 1.161
H 4.092 0.325 -4.599
H -2.541 -1.184 -5.556
H 3.060 0.492 -0.422
H 2.347 4.392 -3.551
H 1.888 -5.477 0.551
H 0.880 -1.925 -13.765
H -3.228 0.410 0.720
H -0.843 -0.886 -7.383
H -2.827 -0.995 -1.290
H -2.898 -5.041 0.913
H 2.739 4.329 -1.823
H -0.122 -1.078 -11.868
H -4.647 -0.639 0.995
H -3.901 -1.389 -3.485
H -0.566 -0.974 -9.491
H 3.539 -0.049 -8.717
H 0.746 2.938 -2.283
H -2.401 4.733 3.222
H 0.518 -0.182 -13.891
```

Summary:
Energy above the lowest of the compared OMol25 structures with the same formula, charge and spin = 124.1 kJ/mol
Kohn-Sham gap = 6.45 eV